Entry from OMol25: 2 unconnected molecules or ions with the total composition C37H43N2OSi (the ωB97M-V functional and the def2-TZVPD basis).

CARTESIAN COORDINATES (ANGSTROEM)
C1 1.20646 2.64519 -1.03644
Si1 0.05402 2.92774 0.40990
C2 0.76568 4.09311 1.65908
C3 -1.64080 3.48096 -0.15134
O1 -0.09819 1.41528 1.07212
C4 -0.50906 0.74088 2.25028
C5 0.67913 0.62170 3.23548
C6 1.99003 0.75277 2.77451
C7 3.06319 0.65768 3.66493
C8 2.82891 0.49506 5.03299
C9 1.52184 0.31111 5.49975
C10 0.45096 0.36999 4.60365
C11 -1.64435 1.57996 2.90728
C12 -1.35803 2.61534 3.81868
C13 -2.36917 3.48719 4.26083
C14 -3.67193 3.35252 3.77281
C15 -3.95512 2.33651 2.85948
C16 -2.95160 1.46178 2.42942
C17 -0.91654 -0.73129 1.79393
C18 -0.22879 -1.91528 2.46842
C19 -0.66064 -3.11022 1.60800
C20 -1.24741 -2.52172 0.33191
N1 -0.81931 -1.10057 0.35569
H1 1.37514 3.58076 -1.59227
H2 2.18363 2.28699 -0.68124
H3 0.81436 1.89794 -1.74049
H4 1.25287 4.93774 1.15322
H5 -0.00600 4.49583 2.32408
H6 1.51649 3.58968 2.27728
H7 -1.54145 4.35293 -0.81975
H8 -2.15817 2.68314 -0.70515
H9 -2.27410 3.77404 0.69981
H10 2.16349 0.94002 1.71113
H11 4.07955 0.72222 3.27041
H12 3.65983 0.49207 5.73794
H13 1.32338 0.12557 6.55884
H14 -0.57478 0.21374 4.95930
H15 -0.34662 2.77280 4.20141
H16 -2.13462 4.27725 4.98329
H17 -4.46026 4.03739 4.10305
H18 -4.96450 2.21545 2.45947
H19 -3.17299 0.68320 1.69636
H20 -1.99858 -0.84637 2.01503
H21 0.86614 -1.81415 2.49553
H22 -0.56359 -2.01051 3.50949
H23 0.14236 -3.83941 1.41889
H24 -1.45245 -3.65360 2.13911
H25 -0.95006 -3.06678 -0.56538
H26 -2.34929 -2.55500 0.39844
H27 -1.53445 -0.54588 -0.10475
C21 3.15580 -1.62525 0.10107
C22 2.43724 -2.38668 -0.93361
N2 3.07525 -3.39403 -1.59055
C23 2.28923 -3.86452 -2.63307
C24 1.07184 -3.13457 -2.62844
C25 0.14175 -3.40958 -3.63320
C26 0.45514 -4.38562 -4.60610
C27 1.67457 -5.08678 -4.58331
C28 2.62111 -4.82542 -3.58261
C29 1.19815 -2.12654 -1.56438
C30 0.37916 -0.97830 -1.31652
C31 -0.28567 -0.41243 -2.51614
C32 0.40712 -0.35786 -3.75214
C33 -0.13432 0.27857 -4.86439
C34 -1.42386 0.83162 -4.80778
C35 -2.04078 1.41748 -6.04775
C36 -2.12246 0.78665 -3.59180
C37 -1.55530 0.19883 -2.46034
H28 2.53121 -0.81586 0.49088
H29 3.43763 -2.28943 0.93896
H30 4.08702 -1.17707 -0.30321
H31 3.99265 -3.75531 -1.34811
H32 -0.80672 -2.86799 -3.66460
H33 -0.26920 -4.61255 -5.39569
H34 1.88194 -5.84587 -5.33128
H35 3.57044 -5.34784 -3.48224
H36 0.81709 -0.22336 -0.61904
H37 1.40670 -0.78478 -3.83273
H38 0.44733 0.34502 -5.79354
H39 -2.90708 2.04075 -5.80715
H40 -1.31371 2.02276 -6.59916
H41 -2.37052 0.62469 -6.73341
H42 -3.12526 1.23369 -3.50968
H43 -2.10812 0.21484 -1.52335

Forces on atoms 1 to 6 (eV/Å):
C 0.11 0.04 -0.06
Si -0.41 0.09 0.02
C 0.20 0.36 0.05
C -0.02 0.23 -0.14
O 0.10 -1.15 -0.09
C 0.64 0.20 0.14

The value obtained for the LUMO energy is -3.40 eV. The total energy is -51967.9627 eV. The largest force on an atom comes out at 3.4 eV Å⁻¹. The calculation puts the highest occupied orbital energy at -11.05 eV. As for the relative energy (zero: lowest compared OMol25 entry of this formula, charge and spin): 0.0 kcal per mole. Its total charge is +1.